Entry 1:
52
Properties=species:S:1:pos:R:3:forces:R:3 method="wB97M-V/def2-TZVPD" e_above_lowest_ev=0.000 homo_ev=-8.8 multiplicity=1 e_tot_ha=-2256.703665 homo_lumo_gap_ev=9.25
Cl 2.1150 0.1587 0.9881 0.0625 0.1827 0.1866
Cl 5.4702 3.9376 2.9694 -0.6014 -0.2309 0.1000
O -3.8423 -1.6825 -2.4562 0.5780 -0.0705 -0.1468
O 3.2880 4.4995 4.8777 -0.7768 0.3754 0.0391
O -3.1849 2.3685 -3.5872 -0.1029 0.1407 0.1354
O -0.1294 5.6080 5.4907 0.8361 -0.0881 0.0294
O 1.3416 6.3812 3.9587 -0.6081 -0.7172 1.3082
O 1.7250 -5.7828 -0.3632 -0.6359 -0.4626 0.3296
N -2.1706 -2.9595 -3.2489 0.8192 -0.4851 -0.4943
N -2.2271 0.6516 -2.5720 0.8534 -1.7364 1.0553
C 1.0681 -2.2634 -1.2238 -0.5115 -1.1201 0.4893
C -2.8098 0.4825 -4.9705 0.0780 0.0266 0.3704
C 2.9611 3.4828 4.0049 -0.4608 0.1048 0.2330
C -1.6421 -0.6918 -2.4599 -0.0454 0.4061 -0.2237
C 3.9217 3.1249 3.0414 -0.2048 -0.2056 -0.0979
C -0.9574 -3.2656 -0.3070 1.3982 -0.3288 -0.3246
C 3.6538 2.1078 2.1192 -0.0683 0.0411 0.1421
C 1.4796 1.7652 3.0981 0.2637 0.0432 -0.0917
C -2.7575 1.2271 -3.6505 -0.7026 1.0970 -1.3683
C 1.1152 5.7543 4.9789 0.8528 0.6606 -1.9975
C -2.9849 -4.1356 -3.5468 -0.1301 0.4151 0.2658
C 2.2684 5.0695 5.7263 -0.3965 -0.9703 0.0373
C 1.0761 -4.5999 -0.5182 0.0265 1.1879 -0.3974
C 1.7521 -3.4827 -1.0555 -1.1781 0.2651 0.2334
C 2.4360 1.4269 2.1413 0.0905 0.5915 0.5578
C -0.2801 -4.4899 -0.1480 0.3852 0.6169 -0.2659
C 1.7376 2.7800 4.0252 0.5694 0.0092 -0.3942
C -1.0207 -0.8417 -1.0624 0.1302 -0.3070 0.1941
C -2.6536 -1.8234 -2.7296 -1.3728 0.5195 0.4772
C -0.2848 -2.1516 -0.8489 0.0391 -0.1320 -0.0575
H 1.8616 4.3013 6.3883 0.0165 -0.0281 0.0155
H -0.8391 -0.7771 -3.1919 0.1780 -0.0584 -0.1191
H 0.9677 3.0016 4.7546 0.1223 0.1101 -0.0182
H -3.0985 1.1830 -5.7529 0.0444 -0.0165 0.1925
H 2.6499 -5.7240 -0.6037 0.1568 0.2494 -0.1124
H 4.4027 1.8459 1.3793 -0.0559 0.0857 0.1209
H -1.8081 -0.7528 -0.3116 -0.1083 0.0586 -0.0402
H 2.7916 -3.5616 -1.3354 0.1525 -0.0437 -0.0261
H -0.3197 -0.0213 -0.9004 -0.0499 0.1079 -0.0714
H -0.7082 6.0990 4.8849 -0.0245 0.0109 0.0797
H -2.2809 1.2064 -1.7333 -0.0693 0.0161 0.0328
H -0.7856 -5.3506 0.2646 0.0027 -0.0660 0.0255
H 2.7351 5.8239 6.3634 0.2293 -0.1140 -0.2981
H 1.5872 -1.4069 -1.6331 0.0304 0.0494 -0.0222
H 0.5334 1.2322 3.1177 0.1392 0.1166 0.0465
H -3.5592 -0.3042 -4.9043 0.0656 -0.1842 -0.0415
H -1.8347 0.0639 -5.2041 0.0647 -0.2596 -0.1204
H -1.9988 -3.1851 -0.0224 -0.0083 0.0087 0.0034
H -3.5428 -4.4331 -2.6563 -0.0091 -0.0096 -0.0983
H -2.3490 -4.9635 -3.8635 0.0333 0.2217 0.0523
H -3.6968 -3.8998 -4.3400 -0.0006 -0.0824 0.0698
H -1.1724 -3.0330 -3.3715 -0.0964 -0.0012 0.0049


Entry 2:
53
Properties=species:S:1:pos:R:3:forces:R:3 method="wB97M-V/def2-TZVPD" e_above_lowest_ev=0.000 homo_ev=-17.1 total_charge=+3 multiplicity=1 e_tot_ha=-4790.368047 homo_lumo_gap_ev=6.53
Zr -0.8347 0.3641 0.1259 1.5110 -0.7068 -0.6923
Cl -3.2267 -0.3857 2.1897 -0.5080 -0.3837 0.4126
Cl -0.2741 -1.9222 -1.6948 0.0804 -0.3457 -0.1852
Cl -1.4665 -4.9823 -1.5873 0.0220 0.0718 0.0068
Cl -4.5198 -3.3743 2.6057 0.0529 0.0601 -0.0451
Cl -3.5401 -5.6209 0.6677 0.0380 0.0823 -0.0055
S -2.6362 2.7775 -0.7478 -0.4128 -0.2245 -0.8159
S -0.0772 0.2299 2.6997 0.4025 0.0190 -0.2455
S 0.6936 2.7381 0.4280 0.2622 -0.0265 0.3325
S 1.8724 -0.2856 -0.0648 0.3055 0.0649 0.2838
O -2.0675 1.8639 0.4043 -0.9301 0.7762 0.4338
C -1.8973 -3.8081 -0.4311 0.0032 -0.0823 -0.0661
C 2.4137 -0.6562 1.6498 -0.0915 0.0508 -0.1573
C 0.7752 1.8041 3.1159 -0.1637 -0.0875 -0.0353
C -2.3795 1.6599 -2.1264 -0.0967 0.2411 0.1672
C 1.2699 -1.0080 2.5780 -0.0716 0.1696 0.0480
C 0.3674 2.9584 2.2172 0.0754 -0.0140 -0.1949
C -2.1072 1.3651 -4.4860 -0.0006 -0.0870 0.0050
C -2.7028 -1.8222 1.3627 0.2524 0.2349 -0.1625
C -2.6668 -0.8107 -5.6140 -0.0258 -0.0981 -0.1124
C 2.8307 1.2160 -0.4605 -0.2279 -0.1023 0.0321
C -1.6805 -1.5596 0.4609 -0.3222 -0.4992 0.3580
C -2.5236 0.0300 -4.3901 0.0633 0.1004 0.0859
C -2.8546 -4.0752 0.5752 -0.0108 -0.0816 0.0028
C -2.0351 2.1821 -3.3719 0.1126 0.1851 0.0745
C -3.2911 -3.0701 1.4696 -0.0658 -0.0134 -0.0015
C -4.4059 2.6459 -0.5194 0.0053 0.1052 0.2432
C -2.7504 0.3126 -1.9889 -0.3030 0.2732 -0.0473
C 2.4941 2.4406 0.3718 -0.2409 0.0316 -0.0840
C -2.8098 -0.4858 -3.1209 0.1128 -0.0470 0.0243
C -1.3410 -2.5452 -0.4495 -0.0921 0.2667 0.2621
H -4.7216 1.6057 -0.4848 0.1080 -0.0359 -0.0236
H -4.8762 3.1646 -1.3574 0.0873 0.0466 -0.0306
H 3.8863 0.9613 -0.3650 0.0135 -0.0265 -0.0582
H 2.8607 2.3698 1.3932 0.0195 -0.0149 -0.0061
H -3.1522 -0.0724 -1.0509 -0.0517 -0.0032 -0.0156
H -3.1129 -1.5218 -3.0258 -0.0368 0.0181 0.0040
H 2.6246 1.3872 -1.5179 0.0720 0.0054 -0.0198
H -1.6876 -1.0739 -6.0216 0.0112 0.0174 0.0416
H -3.2093 -1.7312 -5.4090 0.0195 0.0003 -0.0012
H 0.8797 3.8673 2.5327 -0.0385 0.0314 0.0122
H 2.9546 3.3158 -0.0861 0.0153 0.0237 0.0489
H -1.8640 1.7770 -5.4578 -0.0039 -0.0027 0.0018
H -1.7431 3.2213 -3.4730 -0.0342 -0.0049 -0.0135
H 3.0908 -1.5079 1.5845 0.0356 0.0150 0.0105
H -0.7055 3.1401 2.2697 0.0004 0.0739 0.0516
H 1.6533 -1.1721 3.5857 -0.0553 -0.0352 0.0275
H 0.7511 -1.9138 2.2618 0.0200 -0.0431 0.0445
H 0.4765 2.0416 4.1374 0.0470 -0.0203 0.0258
H 2.9860 0.1981 2.0057 0.0147 -0.0194 0.0041
H -3.1949 -0.2654 -6.3966 -0.0006 0.0157 0.0159
H 1.8488 1.6306 3.1198 -0.0103 -0.0284 0.0005
H -4.6542 3.1561 0.4126 0.0313 0.0537 -0.0421


Entry 3:
54
Properties=species:S:1:pos:R:3:forces:R:3 method="wB97M-V/def2-TZVPD" homo_ev=-9.3 multiplicity=1 e_tot_ha=-4806.949570 homo_lumo_gap_ev=9.17
Cl -22.4631 -23.6485 9.5254 0.3980 -1.1416 0.0420
Cl -28.5415 -32.2274 8.8326 0.5175 0.6566 -0.3343
Cl -26.1665 -33.1716 7.5428 0.0016 -0.3352 -0.1420
Cl -28.0640 -31.5592 6.0104 0.2671 -0.1770 0.8751
Cl -20.1216 -25.3068 8.9626 0.5155 0.2594 -0.2053
Cl -26.2872 -30.3896 7.9762 -0.6510 -0.0138 0.3875
Cl -22.4116 -26.6383 9.9156 -0.2717 0.4631 0.0561
Cl -21.0150 -24.8452 11.6862 0.2444 -0.1042 0.1384
F -23.5799 -25.4593 2.7709 -0.6900 0.2538 1.0988
F -26.5298 -38.6033 12.3440 0.3405 0.3445 0.3438
O -21.8495 -32.6952 11.0780 -1.0873 -2.8601 0.2732
O -32.0521 -25.4352 7.2008 -0.9926 2.5424 -0.4797
C -25.5317 -22.6414 3.8648 -0.8574 0.0791 2.0002
C -30.8920 -27.1042 8.3750 -0.5921 0.6219 1.4190
C -26.4404 -39.3309 10.1351 -0.1791 0.3853 -1.7858
C -26.4483 -40.3488 9.1839 0.7349 -2.0243 0.9481
C -25.8791 -41.9138 10.9401 -0.5926 1.0506 0.9927
C -24.4412 -24.7486 3.5837 0.1045 0.1937 -1.4405
C -25.0443 -25.2717 4.6827 0.5444 -0.9079 0.4841
C -23.5148 -33.9218 12.2724 0.2184 0.3067 -0.8070
C -31.9006 -26.5870 7.3689 1.7759 -3.5833 -0.4061
C -25.9386 -40.8591 11.9046 -0.3771 -0.0135 -0.9946
C -26.0556 -23.1243 5.0891 -0.7897 -0.6344 -0.5987
C -24.7523 -23.4766 3.1544 1.5220 -0.2418 -1.5158
C -26.1782 -41.7002 9.6015 -0.3542 1.7090 0.5707
C -25.9104 -24.4795 5.4333 0.8664 1.2938 -0.1884
C -22.3537 -33.8170 11.3046 1.6288 2.4306 0.1209
C -27.2809 -31.8154 7.6339 -0.1321 -0.1205 -0.7751
C -26.2578 -39.5729 11.4685 0.0454 -1.8935 0.1235
C -21.8458 -35.0850 10.6155 0.0834 0.9701 -0.4712
C -21.4836 -25.1259 10.0201 -0.8961 0.5169 -0.0422
C -32.4714 -27.7207 6.5172 -0.4295 0.6309 -0.2052
H -24.2542 -34.5288 11.7502 -0.2995 -0.1676 0.5013
H -31.0820 -26.4437 9.2210 0.3417 -0.0363 0.3713
H -32.0973 -28.6837 6.8647 -0.2520 0.0955 -0.1664
H -29.8395 -26.9676 8.1266 -0.1595 -0.0927 -0.4292
H -22.6972 -35.5246 10.0961 0.0478 -0.4048 0.1691
H -33.5604 -27.6874 6.4831 -0.0450 -0.1195 0.1609
H -26.6054 -38.3219 9.7871 -0.1964 0.1673 0.1518
H -24.7125 -26.2518 4.9919 -0.3910 -0.2484 0.1279
H -32.1544 -27.5398 5.4901 0.1393 -0.0652 -0.0584
H -31.1053 -28.1190 8.7109 0.2293 -0.0046 -0.2082
H -26.3206 -24.8661 6.3546 -0.1476 0.0174 -0.0298
H -25.6731 -21.6379 3.4914 -0.2231 0.0965 0.2846
H -23.8923 -32.9116 12.4309 -0.0516 -0.1336 0.0441
H -25.7672 -42.9232 11.3075 0.2294 -0.0646 0.0111
H -21.1186 -34.7908 9.8587 -0.0599 0.1237 0.0002
H -25.8945 -41.0274 12.9705 0.2419 -0.2354 0.0171
H -26.6370 -40.1789 8.1342 -0.0870 0.3379 0.0468
H -26.6983 -22.5142 5.7064 0.0522 0.1910 0.0049
H -21.3258 -35.7996 11.2535 -0.4753 0.0063 0.3178
H -23.2230 -34.3443 13.2339 -0.0223 -0.2700 -0.1570
H -24.2736 -23.1136 2.2569 0.0140 -0.0971 -0.2139
H -26.3071 -42.5769 8.9840 0.1982 0.2471 -0.4280